--- A ---
Here is a gas-phase ion, C3H5N4S (charge -1) from the Open Molecules 2025 dataset. Energies are from the ωB97M-V functional and the def2-TZVPD basis.

CARTESIAN COORDINATES (ANGSTROEM)
1 S 2.47 -1.65 -0.24
2 N -1.35 0.24 -0.04
3 N 1.06 -0.86 -0.04
4 N -2.99 -1.46 0.19
5 N -0.32 0.94 -0.12
6 C 1.93 1.60 -0.02
7 C -1.97 -0.76 -0.45
8 C 0.96 0.42 -0.05
9 H 1.48 2.45 0.40
10 H 2.87 1.21 0.65
11 H -2.62 -1.97 1.01
12 H -3.68 -2.12 -0.33
13 H 2.15 1.96 -0.97

Properties
Kohn-Sham gap (spin up / spin down): 5.9 / 5.9 eV
charge: -1
molecular weight: 129.17 u
HOMO level (spin up / spin down): -0.0903 / -0.0900 Eh



--- B ---
Here is 2 unconnected molecules or ions with the total composition C3H5N4S from the Open Molecules 2025 dataset. Energies are from the ωB97M-V functional and the def2-TZVPD basis.

CARTESIAN COORDINATES (ANGSTROEM)
1 S 3.46 -1.77 0.42
2 N 3.34 0.52 -1.16
3 N 0.21 2.87 0.26
4 N 0.16 0.59 0.54
5 N 0.08 1.76 0.39
6 C -0.87 -0.38 0.67
7 C -1.83 -0.40 -0.53
8 C 3.43 -0.44 -0.51
9 H -2.68 -1.04 -0.30
10 H -1.31 -0.80 -1.40
11 H -2.18 0.60 -0.76
12 H -0.37 -1.34 0.76
13 H -1.44 -0.19 1.60

Properties
Kohn-Sham gap: 6.8 eV
charge: -1
molecular weight: 129.17 u
HOMO level: -0.1241 Eh



Stability ranking, top and bottom: B is the most stable and A is the least stable.



--- A ---
Here is a single C9H15NO5 molecule from the Open Molecules 2025 dataset. Energies are from the ωB97M-V functional and the def2-TZVPD basis.

CARTESIAN COORDINATES (ANGSTROEM)
1 O -1.54 2.38 0.90
2 O -0.42 -0.04 0.47
3 O 1.54 -0.92 -2.07
4 O 2.77 -0.36 -0.17
5 O 0.89 2.35 -1.91
6 N -1.12 1.50 -1.84
7 C 1.07 0.13 2.42
8 C -0.44 2.68 2.98
9 C 0.33 0.84 1.25
10 C 1.73 -0.30 -0.84
11 C 2.71 -1.72 -2.42
12 C -0.24 2.28 1.47
13 C 0.59 -1.31 2.62
14 C 0.59 0.58 -0.30
15 C 0.14 1.57 -1.36
16 H 0.49 2.87 3.53
17 H 2.16 0.15 2.18
18 H 0.41 3.05 1.00
19 H 0.96 -1.94 1.80
20 H -0.48 -1.34 2.66
21 H -2.05 1.59 1.19
22 H 1.00 -1.72 3.55
23 H 2.47 -2.29 -3.35
24 H 2.95 -2.50 -1.63
25 H 0.95 0.65 3.36
26 H -1.46 2.28 -2.36
27 H -0.99 3.65 3.02
28 H -1.04 1.96 3.51
29 H -1.73 0.91 -1.27
30 H 3.66 -1.13 -2.53

Properties
Kohn-Sham gap: 10.3 eV
charge: 0
SMILES: CC[C@]1([C@H](C)O)O[C@]1(C(N)=O)C(=O)OC
molecular weight: 217.22 u
HOMO level: -0.3573 Eh



--- B ---
Here is 2 unconnected molecules or ions with the total composition C9H15NO5 from the Open Molecules 2025 dataset. Energies are from the ωB97M-V functional and the def2-TZVPD basis.

CARTESIAN COORDINATES (ANGSTROEM)
1 O -0.33 -2.92 1.67
2 O -2.97 3.36 -0.45
3 O -1.74 1.62 -1.26
4 O -0.85 2.93 0.31
5 O 0.73 -1.76 0.09
6 N 4.01 2.16 -0.26
7 C -2.39 -3.32 0.60
8 C -1.96 2.70 -0.46
9 C -1.37 -2.88 -0.44
10 C -0.20 -2.43 0.42
11 C 1.56 2.20 0.24
12 C 2.68 2.20 -0.81
13 C 0.23 2.35 -0.45
14 C -1.50 -3.77 1.75
15 C -0.46 1.08 -0.87
16 H -1.95 -3.64 2.73
17 H 1.74 2.99 0.95
18 H 0.02 0.51 -1.63
19 H -0.65 0.55 0.05
20 H -1.04 -3.70 -1.07
21 H -1.17 -4.81 1.65
22 H -3.07 -4.11 0.26
23 H 0.33 3.00 -1.31
24 H 4.13 1.44 0.43
25 H 4.27 3.06 0.12
26 H 2.52 1.35 -1.47
27 H -3.00 -2.47 0.91
28 H 2.58 3.11 -1.39
29 H 1.57 1.25 0.77
30 H -1.72 -2.06 -1.06

Properties
Kohn-Sham gap: 10.1 eV
charge: 0
SMILES: NCC[C@H]1COC(=O)O1.O=C1CCCO1
molecular weight: 217.22 u
HOMO level: -0.3478 Eh



Stability ranking, top and bottom: B is the most stable and A is the least stable.



--- A ---
Here is a gas-phase ion, CH3N2O (charge +1) from the Open Molecules 2025 dataset. Energies are from the ωB97M-V functional and the def2-TZVPD basis.

CARTESIAN COORDINATES (ANGSTROEM)
1 O -0.31 0.69 -0.51
2 N -1.31 -1.04 0.69
3 N -0.39 -0.42 0.18
4 C 1.09 0.51 -0.36
5 H 1.59 -0.13 -0.96
6 H -2.18 -0.64 0.54
7 H 1.51 1.03 0.42

Properties
Kohn-Sham gap (spin up / spin down): 9.3 / 9.3 eV
charge: +1
SMILES: [H]/N=[N+]1/CO1
molecular weight: 59.05 u
HOMO level (spin up / spin down): -0.6345 / -0.6345 Eh



--- B ---
Here is 2 unconnected molecules or ions with the total composition CH3N2O from the Open Molecules 2025 dataset. Energies are from the ωB97M-V functional and the def2-TZVPD basis.

CARTESIAN COORDINATES (ANGSTROEM)
1 O 1.01 -0.67 -0.65
2 N -3.13 0.50 0.24
3 N -2.25 -0.09 -0.02
4 C 1.30 0.04 0.31
5 H 0.63 0.76 0.52
6 H 2.27 -0.07 0.66
7 H 0.18 -0.46 -1.06

Properties
Kohn-Sham gap: 11.6 eV
charge: +1
molecular weight: 59.05 u
HOMO level: -0.6975 Eh



Stability ranking, top and bottom: B is the most stable and A is the least stable.



--- A ---
Here is 2 unconnected molecules or ions with the total composition C9H7NO2 from the Open Molecules 2025 dataset. Energies are from the ωB97M-V functional and the def2-TZVPD basis.

CARTESIAN COORDINATES (ANGSTROEM)
1 O 0.87 -1.30 -0.02
2 O 4.18 -0.12 -0.11
3 N 3.15 -1.07 0.00
4 C -0.32 -0.78 -0.13
5 C 2.08 -0.38 0.02
6 C -2.78 -1.18 -0.04
7 C -1.92 1.06 -0.04
8 C -1.32 -1.65 -0.04
9 C -3.04 0.21 -0.01
10 C -0.57 0.67 0.00
11 C 0.55 1.56 -0.07
12 C 1.73 1.09 -0.09
13 H -3.55 -1.91 -0.06
14 H -4.04 0.70 -0.14
15 H -1.15 -2.58 0.05
16 H 5.38 -0.49 0.30
17 H 0.24 2.67 0.11
18 H -2.07 1.94 0.22
19 H 2.58 1.53 0.05

Properties
Kohn-Sham gap: 8.1 eV
charge: 0
molecular weight: 161.16 u
HOMO level: -0.2999 Eh



--- B ---
Here is a single C9H7NO2 molecule from the Open Molecules 2025 dataset. Energies are from the ωB97M-V functional and the def2-TZVPD basis.

CARTESIAN COORDINATES (ANGSTROEM)
1 O 0.33 1.07 3.85
2 O 0.16 -2.49 1.35
3 N 0.12 -0.09 3.15
4 C -0.30 -1.66 -1.37
5 C 0.02 -1.34 1.04
6 C 0.24 0.01 1.91
7 C -0.13 -1.01 -2.64
8 C -0.17 1.15 -1.66
9 C 0.10 1.28 1.06
10 C -0.13 0.44 -2.87
11 C -0.30 -0.91 -0.30
12 C -0.22 0.50 -0.41
13 H -0.85 1.82 1.36
14 H 0.87 1.89 1.06
15 H -0.22 -1.54 -3.69
16 H 0.24 2.21 -1.86
17 H -0.12 0.79 -3.84
18 H 0.71 0.68 4.79
19 H -0.32 -2.79 -0.92

Properties
Kohn-Sham gap: 9.2 eV
charge: 0
SMILES: O=C1/C(=N/O)Cc2ccccc21
molecular weight: 161.16 u
HOMO level: -0.3481 Eh



--- C ---
Here is a single C9H7NO2 molecule from the Open Molecules 2025 dataset. Energies are from the ωB97M-V functional and the def2-TZVPD basis.

CARTESIAN COORDINATES (ANGSTROEM)
1 O -3.73 0.12 -0.19
2 O 2.01 -2.09 0.01
3 N -0.63 -1.58 0.04
4 C -0.09 0.81 0.34
5 C -2.40 0.02 -0.09
6 C -1.94 -1.25 -0.05
7 C 0.93 1.80 0.08
8 C 2.28 1.40 -0.18
9 C -1.46 1.10 0.09
10 C 1.68 -0.87 0.02
11 C 0.26 -0.59 0.29
12 C 2.65 -0.04 -0.13
13 H 3.18 2.08 -0.47
14 H -4.06 -0.72 0.17
15 H 3.73 -0.47 -0.48
16 H -2.78 -1.96 -0.15
17 H -1.53 2.21 0.20
18 H 0.63 2.81 0.26
19 H 1.28 -2.77 0.26

Properties
Kohn-Sham gap: 8.1 eV
charge: 0
SMILES: Oc1cnc2c(O)cccc2c1
molecular weight: 161.16 u
HOMO level: -0.2931 Eh



Stability ranking, top and bottom: C is the most stable and A is the least stable.